A cluster of 2 separate species, CH2O3S in total. Source: the Open Molecules 2025 dataset; level of theory: ωB97M-V/def2-TZVPD.

```
7
Properties=species:S:1:pos:R:3:mulliken_charge:R:1
C 0.14 0.34 -0.10 0.02
O 2.64 -1.25 -0.03 -0.45
O 1.05 1.08 -0.30 -0.40
O 4.19 0.51 0.64 -0.41
S 3.29 0.00 -0.35 0.80
H -0.91 0.68 -0.12 0.27
H 0.30 -0.73 0.12 0.18
```

For the total energy, the calculation gives -663.17288 Eh. Its strongest force on any atom is 0.99 eV/A. For the LUMO energy, the calculation gives -0.009 hartree. The HOMO-LUMO gap comes out at 0.3886 Ha.

A structure of composition C22H42GdNOP3 at a distorted geometry. Source: the Open Molecules 2025 dataset; level of theory: ωB97M-V/def2-TZVPD.

```
70
Properties=species:S:1:pos:R:3:mulliken_charge:R:1
Gd -1.85 0.92 -0.89 0.07
P -2.45 -1.63 0.24 0.94
P 2.42 -0.19 2.19 1.12
P 1.09 -2.39 -1.17 1.02
H -2.41 3.67 -1.20 0.30
C -2.62 2.84 -1.88 -0.23
C -3.68 1.96 -1.65 -0.65
H -4.36 2.06 -0.81 0.37
C -4.10 -1.53 1.06 -1.33
C -1.47 -2.57 1.48 -1.12
C -2.74 -2.96 -0.99 -1.14
C 3.67 0.90 2.90 -1.30
C 0.79 0.10 2.95 -0.15
C 2.88 -1.84 2.75 -1.10
C 0.80 -2.47 -2.99 -1.48
C 1.51 -4.14 -0.82 -1.30
C 2.80 -1.73 -1.24 -1.15
H -2.21 3.01 -2.89 0.30
H -4.00 1.24 -2.42 0.44
H -4.70 -0.73 0.60 0.39
H -3.98 -1.31 2.13 0.39
H -4.61 -2.49 0.92 0.45
H -1.43 -2.02 2.42 0.38
H -0.44 -2.72 1.11 0.11
H -1.94 -3.55 1.65 0.48
H -3.21 -2.53 -1.88 0.42
H -3.41 -3.70 -0.54 0.49
H -1.79 -3.43 -1.28 0.17
H 3.61 0.82 4.00 0.43
H 3.49 1.94 2.61 0.38
H 4.68 0.60 2.58 0.43
H 0.93 0.22 4.04 0.55
H 0.12 -0.75 2.77 -0.13
H 0.31 1.00 2.54 -0.26
H 3.84 -1.80 3.28 0.45
H 2.97 -2.57 1.94 0.25
H 2.14 -2.22 3.46 0.42
H 1.27 -3.38 -3.39 0.52
H 1.21 -1.58 -3.48 0.33
H -0.28 -2.50 -3.18 0.31
H 1.89 -4.63 -1.73 0.46
H 0.62 -4.67 -0.47 0.38
H 2.28 -4.18 -0.03 0.33
H 3.33 -2.12 -2.13 0.50
H 3.34 -2.04 -0.34 0.37
H 2.79 -0.64 -1.29 -0.02
C 1.08 1.49 -1.86 0.59
C 2.28 2.23 -2.11 -0.37
C 2.61 2.58 -3.41 -0.65
C 1.82 2.18 -4.49 -0.53
C 0.63 1.50 -4.27 -1.14
C 0.27 1.10 -2.98 0.09
O 0.74 1.13 -0.63 0.03
H 2.36 0.11 0.79 -0.14
H 2.93 2.52 -1.29 0.47
H 3.51 3.18 -3.60 0.43
H 2.16 2.38 -5.51 0.44
H -0.03 1.23 -5.11 0.44
H -0.53 0.33 -2.88 0.41
C -1.53 3.81 3.35 -0.40
C -0.64 3.98 2.29 -0.69
C -0.70 3.13 1.19 -0.34
N -1.63 2.14 1.10 0.36
C -2.45 1.92 2.17 -0.17
C -2.42 2.75 3.28 -0.69
H -1.49 4.49 4.21 0.46
H 0.10 4.79 2.29 0.52
H 0.02 3.19 0.37 0.49
H -3.10 1.05 2.09 0.32
H -3.09 2.52 4.11 0.50
```

For the total energy, the calculation gives -2782.15423 Eh. Its strongest force on any atom is 8.69 eV/A. The charge is +3. As for the multiplicity: 8. For the LUMO energy (alpha / beta), the calculation gives -0.397 / -0.418 hartree. The HOMO-LUMO gap (alpha / beta) comes out at 0.1879 / 0.1505 Ha.

A cluster of 11 separate species, H21O11 in total at a distorted geometry. Source: the Open Molecules 2025 dataset; level of theory: ωB97M-V/def2-TZVPD.

```
32
Properties=species:S:1:pos:R:3:mulliken_charge:R:1
O 0.38 -0.21 -0.01 -0.72
H -0.59 -0.11 0.11 0.12
O -1.43 -0.79 1.82 -0.78
H -0.81 -0.64 1.10 0.28
H -1.19 -0.15 2.49 0.34
O -0.61 0.35 -2.88 -0.67
H -0.23 0.17 -2.02 0.27
H -1.35 0.92 -2.70 0.39
O 1.41 2.32 -1.18 -0.62
H 0.96 1.68 -0.62 0.35
H 1.02 3.16 -0.93 0.24
O -2.78 1.16 0.54 -0.66
H -2.50 0.31 0.86 0.43
H -3.39 1.48 1.20 0.25
O -2.09 -2.22 -0.34 -0.62
H -1.83 -1.88 -1.19 0.36
H -1.31 -2.16 0.20 0.29
O 0.84 1.49 1.82 -0.68
H 0.31 2.24 1.54 0.31
H 0.80 0.89 1.07 0.26
O 2.35 -1.28 1.75 -0.68
H 1.75 -0.90 1.11 0.30
H 2.08 -0.89 2.59 0.31
O -2.05 2.41 -1.72 -0.64
H -2.06 3.33 -1.46 0.27
H -2.25 1.94 -0.92 0.42
O 0.81 -2.92 -0.85 -0.70
H 0.61 -2.05 -0.51 0.28
H 1.41 -3.30 -0.21 0.32
O 4.09 -1.21 -0.47 -0.64
H 3.16 -1.26 -0.21 0.34
H 4.51 -1.91 0.02 0.28
```

For the total energy, the calculation gives -840.28101 Eh. Its strongest force on any atom is 2.44 eV/A. The charge is -1. For the LUMO energy, the calculation gives 0.098 hartree. The HOMO-LUMO gap comes out at 0.3488 Ha.

A structure of composition C21H27F12NO17PS at a distorted geometry. Source: the Open Molecules 2025 dataset; level of theory: ωB97M-V/def2-TZVPD.

```
80
Properties=species:S:1:pos:R:3:mulliken_charge:R:1
N -1.52 1.69 -1.52 -0.44
C -1.40 1.76 -0.26 -0.61
C -0.35 0.96 0.46 0.61
C -0.73 -0.50 0.48 -1.16
O -0.43 -1.29 -0.68 -0.52
S -1.20 -2.66 -0.34 1.11
O -2.61 -2.52 -0.49 -0.61
O -0.58 -3.70 -1.09 -0.64
O -0.80 -2.70 1.18 -0.25
C -0.29 -1.39 1.63 1.66
C 1.30 -1.54 1.75 0.10
O 1.83 -0.43 1.86 -0.61
O 1.75 -2.69 1.73 -0.75
P -1.06 -0.86 3.18 0.78
O -2.21 0.05 2.99 -0.73
O 0.04 -0.18 4.10 -0.45
O -1.53 -2.20 3.93 -0.52
H -2.28 2.30 -1.82 0.21
H -2.07 2.40 0.31 0.51
H 0.59 1.11 -0.07 -0.04
H -0.22 1.33 1.47 0.11
H -1.83 -0.50 0.57 0.62
H 0.48 -0.82 4.68 0.28
H -2.23 -1.92 4.54 0.34
C -0.31 3.49 8.82 -1.13
C -0.91 2.66 7.71 -0.19
O -0.77 3.31 6.43 -0.31
C 0.41 3.17 5.84 0.37
O 1.35 2.58 6.27 -0.53
C 0.37 3.86 4.47 0.90
F -0.18 5.08 4.56 -0.29
F -0.35 3.13 3.63 -0.21
F 1.60 4.00 3.98 -0.24
H -0.74 4.49 8.83 0.29
H -0.49 3.02 9.78 0.38
H 0.77 3.59 8.69 0.31
H -1.99 2.55 7.85 0.35
H -0.48 1.66 7.66 0.27
C 6.01 2.30 -2.54 -1.10
C 5.80 2.36 -1.05 -0.26
O 4.73 3.27 -0.71 -0.33
C 3.50 2.80 -0.85 0.30
O 3.18 1.72 -1.23 -0.45
C 2.49 3.86 -0.39 0.93
F 2.79 5.07 -0.89 -0.29
F 2.51 3.96 0.95 -0.25
F 1.27 3.54 -0.77 -0.20
H 6.18 3.30 -2.94 0.31
H 6.87 1.67 -2.78 0.41
H 5.14 1.89 -3.04 0.31
H 6.68 2.75 -0.54 0.32
H 5.59 1.37 -0.63 0.34
C 0.41 1.71 -4.68 -0.96
C 1.00 2.51 -5.82 -0.29
O 2.42 2.29 -5.95 -0.31
C 2.76 1.20 -6.62 0.35
O 2.03 0.40 -7.13 -0.52
C 4.29 1.09 -6.69 0.87
F 4.86 1.34 -5.51 -0.21
F 4.78 1.98 -7.57 -0.27
F 4.66 -0.12 -7.09 -0.25
H 0.93 1.93 -3.75 0.18
H -0.65 1.95 -4.55 0.38
H 0.49 0.64 -4.86 0.33
H 0.89 3.58 -5.63 0.33
H 0.51 2.30 -6.77 0.34
C -3.31 -5.99 -1.99 -1.04
C -4.10 -6.50 -0.81 -0.19
O -5.53 -6.48 -1.08 -0.33
C -6.01 -7.49 -1.78 0.33
O -5.42 -8.42 -2.22 -0.52
C -7.54 -7.32 -1.93 0.93
F -7.87 -6.07 -2.26 -0.25
F -8.14 -7.61 -0.77 -0.26
F -8.01 -8.14 -2.86 -0.25
H -3.65 -4.99 -2.26 0.29
H -2.26 -5.93 -1.74 0.30
H -3.43 -6.63 -2.86 0.37
H -3.96 -5.86 0.05 0.29
H -3.80 -7.51 -0.53 0.32
```

For the total energy, the calculation gives -4088.42960 Eh. Its strongest force on any atom is 1.64 eV/A. The charge is -1. For the LUMO energy, the calculation gives 0.081 hartree. The HOMO-LUMO gap comes out at 0.2893 Ha.

Repeat the second record exactly.
A structure of composition C22H42GdNOP3 at a distorted geometry. Source: the Open Molecules 2025 dataset; level of theory: ωB97M-V/def2-TZVPD.

```
70
Properties=species:S:1:pos:R:3:mulliken_charge:R:1
Gd -1.85 0.92 -0.89 0.07
P -2.45 -1.63 0.24 0.94
P 2.42 -0.19 2.19 1.12
P 1.09 -2.39 -1.17 1.02
H -2.41 3.67 -1.20 0.30
C -2.62 2.84 -1.88 -0.23
C -3.68 1.96 -1.65 -0.65
H -4.36 2.06 -0.81 0.37
C -4.10 -1.53 1.06 -1.33
C -1.47 -2.57 1.48 -1.12
C -2.74 -2.96 -0.99 -1.14
C 3.67 0.90 2.90 -1.30
C 0.79 0.10 2.95 -0.15
C 2.88 -1.84 2.75 -1.10
C 0.80 -2.47 -2.99 -1.48
C 1.51 -4.14 -0.82 -1.30
C 2.80 -1.73 -1.24 -1.15
H -2.21 3.01 -2.89 0.30
H -4.00 1.24 -2.42 0.44
H -4.70 -0.73 0.60 0.39
H -3.98 -1.31 2.13 0.39
H -4.61 -2.49 0.92 0.45
H -1.43 -2.02 2.42 0.38
H -0.44 -2.72 1.11 0.11
H -1.94 -3.55 1.65 0.48
H -3.21 -2.53 -1.88 0.42
H -3.41 -3.70 -0.54 0.49
H -1.79 -3.43 -1.28 0.17
H 3.61 0.82 4.00 0.43
H 3.49 1.94 2.61 0.38
H 4.68 0.60 2.58 0.43
H 0.93 0.22 4.04 0.55
H 0.12 -0.75 2.77 -0.13
H 0.31 1.00 2.54 -0.26
H 3.84 -1.80 3.28 0.45
H 2.97 -2.57 1.94 0.25
H 2.14 -2.22 3.46 0.42
H 1.27 -3.38 -3.39 0.52
H 1.21 -1.58 -3.48 0.33
H -0.28 -2.50 -3.18 0.31
H 1.89 -4.63 -1.73 0.46
H 0.62 -4.67 -0.47 0.38
H 2.28 -4.18 -0.03 0.33
H 3.33 -2.12 -2.13 0.50
H 3.34 -2.04 -0.34 0.37
H 2.79 -0.64 -1.29 -0.02
C 1.08 1.49 -1.86 0.59
C 2.28 2.23 -2.11 -0.37
C 2.61 2.58 -3.41 -0.65
C 1.82 2.18 -4.49 -0.53
C 0.63 1.50 -4.27 -1.14
C 0.27 1.10 -2.98 0.09
O 0.74 1.13 -0.63 0.03
H 2.36 0.11 0.79 -0.14
H 2.93 2.52 -1.29 0.47
H 3.51 3.18 -3.60 0.43
H 2.16 2.38 -5.51 0.44
H -0.03 1.23 -5.11 0.44
H -0.53 0.33 -2.88 0.41
C -1.53 3.81 3.35 -0.40
C -0.64 3.98 2.29 -0.69
C -0.70 3.13 1.19 -0.34
N -1.63 2.14 1.10 0.36
C -2.45 1.92 2.17 -0.17
C -2.42 2.75 3.28 -0.69
H -1.49 4.49 4.21 0.46
H 0.10 4.79 2.29 0.52
H 0.02 3.19 0.37 0.49
H -3.10 1.05 2.09 0.32
H -3.09 2.52 4.11 0.50
```

For the total energy, the calculation gives -2782.15423 Eh. Its strongest force on any atom is 8.69 eV/A. The charge is +3. As for the multiplicity: 8. For the LUMO energy (alpha / beta), the calculation gives -0.397 / -0.418 hartree. The HOMO-LUMO gap (alpha / beta) comes out at 0.1879 / 0.1505 Ha.

Question: What is the formula in the first record?
Answer: CH2O3S

Question: Look up the strongest force on any atom of the first one.
Answer: 0.99 eV/A

Question: Among the records above, which one has the highest strongest force on any atom?
Answer: C22H42GdNOP3